Record 1
A molecular structure, C21H56N5O8Ti2. Source: the Open Molecules 2025 dataset; level of theory: ωB97M-V/def2-TZVPD.

Values from the calculation:
- 2S+1: 7
- Highest occupied orbital energy (spin up / spin down): -10.3 / -10.8 eV
- Charge: +1
- LUMO (spin up / spin down): -3.93 / -4.29 eV

CARTESIAN COORDINATES (ANGSTROEM)
Ti: 1.897 3.416 -1.963
Ti: -1.621 2.389 -3.218
O: 0.203 -0.265 -0.551
C: 0.712 0.900 -0.934
O: 1.800 1.237 -0.500
O: 0.089 1.595 -1.711
H: 0.958 -0.606 -0.065
C: -0.335 6.517 2.533
C: -0.296 5.791 1.210
C: 0.756 4.637 1.189
O: 2.047 5.180 1.552
C: 2.976 4.129 1.737
N: -1.658 5.325 1.052
H: 0.683 6.815 2.786
H: -0.753 5.851 3.288
H: -0.952 7.407 2.413
H: -0.065 6.402 0.337
H: 0.740 4.184 0.197
H: 0.373 3.847 1.834
H: 2.958 3.315 1.012
H: 2.960 3.719 2.747
H: 3.987 4.518 1.621
H: -1.702 4.640 0.311
H: -1.823 4.758 1.871
C: 2.304 -2.123 -3.048
C: 1.278 -1.830 -4.165
C: 1.197 -2.909 -5.250
O: 2.447 -3.084 -5.887
C: 2.758 -4.363 -6.411
N: -0.021 -1.515 -3.518
H: 2.206 -3.153 -2.703
H: 2.282 -1.472 -2.174
H: 3.279 -2.052 -3.530
H: 1.626 -0.967 -4.732
H: 0.388 -2.669 -5.940
H: 0.770 -3.780 -4.753
H: 2.060 -4.605 -7.213
H: 2.697 -5.098 -5.609
H: 3.784 -4.295 -6.773
H: 0.119 -0.889 -2.737
H: -0.571 -2.238 -3.077
C: -3.182 -1.103 -2.141
C: -3.005 -2.266 -1.187
C: -3.799 -3.544 -1.577
O: -5.193 -3.325 -1.720
C: -5.857 -4.451 -2.308
N: -1.546 -2.494 -1.207
H: -2.519 -0.263 -1.934
H: -4.196 -0.704 -2.123
H: -3.185 -1.300 -3.213
H: -3.168 -1.985 -0.147
H: -3.595 -4.358 -0.882
H: -3.460 -3.771 -2.588
H: -5.771 -5.356 -1.707
H: -5.705 -4.631 -3.372
H: -6.885 -4.092 -2.257
H: -1.045 -1.696 -0.845
H: -1.258 -3.204 -0.548
C: -2.699 1.710 0.683
C: -2.737 1.846 2.238
C: -1.549 1.079 2.756
O: -1.578 0.988 4.138
C: -0.597 0.206 4.679
N: -2.696 3.259 2.612
H: -2.648 0.646 0.453
H: -1.753 2.142 0.357
H: -3.490 2.259 0.173
H: -3.645 1.441 2.684
H: -0.579 1.431 2.407
H: -1.682 0.033 2.478
H: 0.420 0.560 4.515
H: -0.797 -0.782 4.264
H: -0.724 0.174 5.762
H: -3.552 3.727 2.351
H: -2.823 3.178 3.611
C: 4.296 -0.049 2.458
C: 3.539 -1.247 1.873
C: 2.049 -1.338 2.452
O: 1.961 -1.845 3.795
C: 2.560 -3.099 4.101
N: 3.476 -1.145 0.429
H: 4.220 -0.005 3.545
H: 3.920 0.914 2.111
H: 5.335 -0.031 2.131
H: 3.955 -2.201 2.197
H: 1.498 -2.033 1.819
H: 1.500 -0.396 2.456
H: 3.472 -2.900 4.664
H: 2.697 -3.769 3.252
H: 1.868 -3.575 4.796
H: 4.432 -1.082 0.109
H: 3.184 -0.210 0.181



Record 2
7 unconnected molecules or ions with the total composition C21H56O7. Source: the Open Molecules 2025 dataset; level of theory: ωB97M-V/def2-TZVPD.

Values from the calculation:
- 2S+1: 1
- Highest occupied orbital energy: -10.0 eV
- Charge: 0
- Structure (SMILES): CC(C)O.CC(C)O.CC(C)O.CC(C)O.CC(C)O.CC(C)O.CC(C)O
- LUMO: 0.53 eV

CARTESIAN COORDINATES (ANGSTROEM)
C: 8.235 6.497 8.642
C: 8.517 7.009 10.041
C: 8.143 8.453 10.063
O: 7.773 6.179 11.015
H: 7.313 6.841 8.192
H: 8.214 5.453 8.580
H: 9.007 6.849 7.871
H: 9.557 6.867 10.184
H: 7.031 8.647 9.940
H: 8.642 8.932 9.226
H: 8.401 8.965 10.953
H: 8.290 5.371 11.018
C: 8.108 14.128 9.602
C: 8.635 12.717 9.481
C: 7.879 11.983 8.384
O: 10.047 12.785 9.195
H: 8.206 14.493 8.567
H: 8.599 14.806 10.329
H: 7.027 14.047 9.824
H: 8.449 12.058 10.337
H: 7.906 10.935 8.601
H: 8.302 12.209 7.425
H: 6.834 12.218 8.315
H: 10.346 11.850 8.973
C: 7.340 9.071 13.697
C: 6.985 10.245 14.675
C: 5.497 10.484 14.723
O: 7.573 9.972 15.954
H: 8.414 8.983 13.490
H: 6.797 9.180 12.687
H: 6.941 8.131 14.136
H: 7.399 11.205 14.337
H: 5.303 11.090 13.834
H: 5.211 11.049 15.629
H: 4.907 9.556 14.611
H: 7.968 9.093 16.093
C: 14.939 8.095 11.140
C: 14.075 7.442 12.163
C: 13.012 6.668 11.415
O: 14.909 6.639 12.993
H: 14.474 8.916 10.603
H: 15.217 7.326 10.417
H: 15.882 8.428 11.683
H: 13.577 8.275 12.690
H: 13.358 5.921 10.729
H: 12.422 7.353 10.789
H: 12.274 6.180 12.054
H: 14.407 5.972 13.458
C: 13.812 14.731 9.764
C: 12.470 15.078 10.396
C: 11.558 15.738 9.360
O: 11.802 13.924 10.910
H: 14.168 15.637 9.238
H: 13.693 13.902 9.056
H: 14.596 14.412 10.461
H: 12.517 15.734 11.257
H: 11.244 15.041 8.606
H: 12.048 16.459 8.735
H: 10.648 16.189 9.772
H: 11.226 13.551 10.231
C: 11.444 10.344 6.769
C: 12.080 9.915 8.115
C: 13.390 10.532 8.408
O: 11.183 10.164 9.202
H: 11.287 11.391 6.803
H: 10.427 9.883 6.534
H: 12.037 10.056 5.909
H: 12.194 8.817 8.012
H: 13.496 10.514 9.489
H: 13.437 11.550 8.034
H: 14.168 9.915 7.852
H: 11.722 10.276 10.030
C: 12.093 10.384 14.037
C: 11.588 10.222 12.608
C: 10.347 11.080 12.439
O: 12.580 10.654 11.669
H: 13.142 10.125 14.129
H: 11.535 9.870 14.803
H: 11.982 11.425 14.385
H: 11.401 9.153 12.296
H: 9.823 11.186 13.388
H: 9.676 10.586 11.784
H: 10.523 12.124 12.112
H: 12.517 11.653 11.638



Record 3
A molecular structure, C21H57Ag2NO21P3. Source: the Open Molecules 2025 dataset; level of theory: ωB97M-V/def2-TZVPD.

Values from the calculation:
- 2S+1: 1
- Highest occupied orbital energy: -10.9 eV
- Charge: +1
- LUMO: -4.22 eV

CARTESIAN COORDINATES (ANGSTROEM)
Ag: 2.726 -4.629 0.567
Ag: 3.327 -1.084 0.354
N: 0.612 -1.918 -0.278
O: 0.746 -0.691 -0.175
O: -0.246 -2.446 -0.938
O: 1.478 -2.657 0.335
C: 0.322 -0.270 3.396
O: 1.438 0.058 4.263
P: 2.704 0.727 3.624
O: 3.003 0.309 2.250
O: 2.471 2.274 3.702
C: 1.923 2.921 4.864
O: 3.798 0.383 4.690
C: 5.165 0.679 4.407
H: 0.388 0.243 2.436
H: -0.587 0.045 3.896
H: 0.340 -1.341 3.204
H: 1.625 2.200 5.620
H: 1.062 3.504 4.539
H: 2.662 3.618 5.253
H: 5.782 -0.018 4.968
H: 5.404 1.686 4.750
H: 5.396 0.581 3.347
C: 3.289 0.320 -5.377
O: 3.355 -0.238 -4.054
P: 4.005 0.601 -2.894
O: 4.021 -0.183 -1.652
O: 5.379 1.127 -3.423
C: 6.419 0.174 -3.685
O: 3.235 1.956 -2.855
C: 2.060 2.113 -2.073
H: 4.015 -0.188 -6.012
H: 3.495 1.388 -5.379
H: 2.297 0.135 -5.779
H: 6.855 0.409 -4.652
H: 6.052 -0.854 -3.684
H: 7.199 0.253 -2.929
H: 1.264 2.524 -2.702
H: 2.185 2.785 -1.230
H: 1.612 1.170 -1.741
C: -1.548 -4.468 1.329
O: -1.382 -5.882 1.403
P: -0.375 -6.609 0.451
O: 1.012 -6.103 0.573
O: -0.551 -8.104 0.819
C: 0.139 -8.670 1.957
O: -0.966 -6.584 -0.984
C: -0.721 -5.480 -1.878
H: -2.129 -4.145 2.189
H: -2.056 -4.163 0.415
H: -0.584 -3.950 1.364
H: -0.506 -8.632 2.831
H: 1.059 -8.129 2.176
H: 0.386 -9.690 1.688
H: -1.616 -4.870 -1.977
H: -0.493 -5.884 -2.864
H: 0.111 -4.862 -1.551
C: -0.780 2.326 -0.187
O: -0.095 3.547 -0.105
C: 0.114 3.932 1.225
C: 0.819 5.240 1.294
O: -0.048 6.257 0.870
C: 0.570 7.523 0.918
H: -0.344 1.559 0.468
H: -0.635 1.955 -1.201
H: -1.842 2.408 0.059
H: 0.640 3.150 1.788
H: -0.854 4.061 1.749
H: 1.739 5.241 0.688
H: 1.135 5.422 2.335
H: -0.168 8.269 0.635
H: 1.421 7.579 0.230
H: 0.914 7.767 1.933
C: -0.456 -0.386 -3.872
O: -1.826 -0.228 -4.188
C: -2.497 0.504 -3.205
C: -3.961 0.590 -3.552
O: -4.146 1.474 -4.633
C: -5.434 1.388 -5.180
H: -0.303 -0.703 -2.834
H: 0.078 0.567 -4.019
H: -0.046 -1.131 -4.551
H: -2.065 1.512 -3.124
H: -2.453 0.053 -2.203
H: -4.531 0.933 -2.677
H: -4.313 -0.421 -3.807
H: -6.204 1.468 -4.404
H: -5.577 0.451 -5.733
H: -5.545 2.212 -5.883
C: -3.029 -0.764 0.523
O: -3.684 0.458 0.299
C: -4.614 0.794 1.298
C: -3.987 1.553 2.462
O: -3.117 0.800 3.281
C: -3.792 -0.123 4.091
H: -2.363 -0.738 1.394
H: -2.413 -1.015 -0.339
H: -3.757 -1.573 0.679
H: -5.168 -0.085 1.656
H: -5.359 1.447 0.838
H: -4.757 2.056 3.067
H: -3.397 2.372 2.037
H: -3.093 -0.564 4.801
H: -4.243 -0.944 3.521
H: -4.589 0.366 4.669



What are the calculated total energy values for these records? In order: -92730.679 -37016.420 -103048.618 eV.
What are the energy relative to the best compared isomer or geometry (same formula, charge and spin) values for these records? In order: 66.9 44.4 0.0 kcal/mol.